ORCA calculation (ωB97M-V with the def2-TZVPD basis set) on 2 unconnected molecules or ions with the total composition C5H12N3O.

Summary:
Orbital gap (eV): 7.54
Lowest unoccupied orbital energy (eV): -3.137
Relative energy (zero: lowest compared OMol25 entry of this formula, charge and spin) (kJ/mol): 369.7
Net charge: +1

Geometry (Å):
O (-4.0537, 1.0957, 0.5497)
N (-2.6128, -0.8994, 0.8718)
N (2.7107, 0.4837, -1.7963)
N (-1.9964, 0.8356, -0.2805)
C (-0.4644, -1.9801, 1.4313)
C (-0.8455, -0.0379, -0.3575)
C (-1.2537, -1.0503, 0.4656)
C (3.6144, 1.6684, -2.0055)
C (-2.9695, 0.2849, 0.4562)
H (0.4638, -2.2404, 0.8827)
H (3.2099, -0.1202, -1.1005)
H (4.6221, 1.2886, -2.2390)
H (-1.1028, -2.9062, 1.8087)
H (-0.1119, -1.3579, 2.2298)
H (3.2948, 2.2525, -2.8201)
H (-2.0318, 1.7996, -0.6613)
H (-3.0812, -1.6333, 1.4969)
H (3.7758, 2.3006, -1.1020)
H (2.6265, 0.0887, -2.7256)
H (1.7782, 0.6350, -1.3732)
H (-4.8762, 0.7637, 0.9437)